# C20H18ClIN2O7Ti

C20H18ClIN2O7Ti as an isolated structure (wB97M-V/def2-TZVPD, the OMol25 dataset).

XYZ file:
```
50
Properties=species:S:1:pos:R:3:forces:R:3:mulliken_charge:R:1
I -2.60120 0.68362 4.35023 0.01 0.00 0.00 -0.127
Ti -0.88935 -0.67194 -0.35222 -0.14 0.31 0.34 -0.265
Cl 2.84394 -0.72489 5.36115 0.00 0.00 0.00 -0.361
O 0.13878 1.35365 0.33379 -0.03 0.02 -0.01 0.147
O -2.97272 2.34014 -2.42273 0.00 -0.01 0.02 -0.802
O -1.53354 -0.44644 1.47828 0.02 0.02 -0.13 -0.508
O -2.31493 0.72609 -1.02248 0.05 -0.11 0.00 -0.292
O 0.54059 0.95936 -3.89785 -0.01 -0.01 0.02 -0.798
O 0.04522 -0.20489 -2.06029 0.06 -0.12 -0.01 -0.359
O -0.03328 -3.00172 -1.90635 -0.02 -0.13 -0.01 -0.533
N 0.66782 -1.34516 0.63934 -0.21 0.02 -0.10 0.728
N -0.94965 -3.80550 -3.80761 -0.04 -0.05 0.03 -0.550
C 1.52147 -0.66392 4.19396 0.02 -0.01 -0.03 0.755
C 1.77437 -1.08466 2.86269 0.07 -0.01 -0.01 -0.234
C -0.66976 2.53825 0.27375 0.01 0.01 -0.02 -0.269
C -2.36112 -2.53534 -2.25160 -0.03 0.04 0.00 -0.506
C 0.64530 -0.99228 2.00086 -0.11 -0.01 0.02 0.548
C 0.30148 -0.17951 4.62940 -0.04 0.01 -0.01 -0.693
C 0.30815 3.61608 0.75003 0.00 0.00 0.00 -1.085
C 0.32321 0.88412 -2.69619 -0.01 0.03 -0.01 -0.057
C 2.98909 -1.54451 2.33277 -0.01 0.02 0.03 -1.301
C 0.42853 2.13448 -1.81943 0.00 -0.01 0.00 0.116
C 1.64930 3.08803 0.17791 0.00 0.00 0.00 -1.089
C 3.00217 -1.88022 0.95127 -0.02 0.01 -0.03 -0.667
C 1.19439 1.80665 -0.52595 0.01 -0.01 0.00 -0.147
C -2.17969 1.85054 -1.62134 0.00 0.04 -0.03 -0.053
C 1.90921 -1.78641 0.15172 0.09 -0.02 -0.03 -0.745
C -0.93180 2.66208 -1.23519 0.00 0.00 0.01 0.174
C -0.59669 -0.50439 2.40834 0.13 -0.05 0.00 0.878
C -1.01360 -3.11213 -2.61030 0.02 0.05 -0.04 0.533
C -2.41430 -2.13420 -0.78554 0.17 -0.06 -0.09 -1.171
C -0.76121 -0.09411 3.74596 -0.01 0.02 0.07 -0.338
H 3.92321 -2.23697 0.49932 -0.01 0.00 -0.01 0.327
H -2.36463 -3.01465 -0.13753 0.03 0.01 0.00 0.421
H 2.12914 3.78267 -0.51325 0.00 0.00 0.00 0.412
H 3.87378 -1.62423 2.94662 0.00 0.00 0.00 0.344
H 2.35140 2.84688 0.97552 0.00 0.00 0.00 0.341
H 1.93918 1.01814 -0.61153 0.00 0.00 0.01 0.622
H 0.03610 4.60261 0.37154 0.00 0.00 0.00 0.424
H -3.33881 -1.58786 -0.58405 -0.01 -0.04 0.05 0.313
H 0.19143 0.13486 5.65885 -0.01 0.00 0.00 0.357
H -1.10591 3.69249 -1.54320 0.00 0.00 0.00 0.460
H -1.55562 2.38631 0.88457 0.00 0.00 0.00 0.628
H -0.01880 -3.91131 -4.17810 0.00 0.04 -0.01 0.247
H 1.92342 -2.05981 -0.89223 0.00 -0.02 0.00 0.495
H -3.12922 -3.25589 -2.57597 -0.02 0.02 0.03 0.402
H 0.33034 3.65350 1.83897 0.00 0.00 0.00 0.325
H 0.92344 2.90555 -2.40858 0.00 0.00 0.00 0.481
H -2.49187 -1.64338 -2.87955 0.01 -0.02 -0.03 0.261
H -1.67675 -3.61980 -4.47777 0.03 0.04 -0.02 0.209
```
Forces are in eV/Å.

## Properties
ΔE to the lowest compared entry with this formula, charge and spin: 8.8 kJ/mol
charge: -2
E: -3016.6885 Eh
HOMO energy (spin up / spin down): 1.001 / 1.001 eV

# C20H18Co2NO6

C20H18Co2NO6 as an isolated structure in a non-equilibrium geometry (wB97M-V/def2-TZVPD, the OMol25 dataset).

XYZ file:
```
47
Properties=species:S:1:pos:R:3:forces:R:3:mulliken_charge:R:1
Co 0.62893 0.67839 -1.30954 -0.01 0.00 -0.08 0.447
Co 2.68616 -0.56923 -0.63801 2.43 0.20 4.76 0.069
O -1.10035 1.09203 -3.61229 0.40 -0.12 1.07 -0.430
O 3.47679 2.01504 0.54492 -0.66 -1.14 -0.80 -0.387
O 1.55410 -1.90439 1.70525 0.50 0.64 -1.36 -0.385
O -1.10193 -0.42073 0.74122 0.87 0.38 -1.02 -0.416
O 0.85308 3.52266 -0.76863 -0.19 -0.63 0.00 -0.448
O 5.29805 -1.83618 -0.25060 -1.44 0.88 -0.63 -0.431
N -2.12543 1.57582 2.78266 0.58 -0.64 0.49 0.445
C -0.71565 -3.83927 -4.08393 0.09 0.04 -0.05 -0.409
C -0.09613 -2.67495 -2.05682 -0.02 -0.06 -0.45 -0.233
C -1.44797 2.70411 3.40189 -0.33 -0.07 -0.23 -0.626
C -1.30110 2.34405 4.88935 0.07 -0.06 -0.11 -0.480
C -2.76204 0.70427 3.76581 -0.12 0.34 -0.24 -0.677
C 2.87525 -0.29579 -2.35217 -1.15 0.14 -4.35 0.093
C -0.41767 0.92547 -2.69194 0.29 -0.19 -1.27 0.156
C -0.38379 -0.00122 -0.06901 -1.85 -1.03 1.78 0.027
C 1.95586 -1.38827 0.75372 -0.88 -1.10 1.88 0.428
C 1.63999 -0.90731 -2.05614 -1.07 1.03 -2.05 0.740
C 3.05327 1.06953 0.02873 0.57 1.06 0.78 0.000
C 0.36723 -3.24829 -4.74735 -0.09 -0.04 0.29 -0.527
C 4.28443 -1.32069 -0.46396 1.14 -0.94 0.71 0.072
C 3.54914 0.25659 -3.36582 0.42 -0.38 0.52 -0.714
C -2.15094 1.07271 5.12715 0.02 -0.03 -0.17 -0.501
C -0.92944 -3.56548 -2.73080 0.28 0.14 0.13 -0.682
C 0.91922 -1.98395 -2.73794 0.38 -0.72 -0.34 0.276
C 1.19878 -2.34376 -4.08237 -0.40 0.09 0.42 -0.514
C -2.89922 1.84095 1.61114 -0.23 0.26 -0.07 -1.297
C 0.80156 2.38411 -0.96190 0.53 1.24 -0.07 0.059
H -1.74668 -4.03284 -2.18192 0.16 -0.01 -0.20 0.353
H 4.59403 0.51590 -3.20687 -0.14 0.40 -0.23 0.187
H -2.27292 2.24659 0.80523 -0.15 -0.16 0.13 0.239
H 3.08231 0.44745 -4.33458 0.22 -0.26 0.18 0.302
H -2.58957 -0.35364 3.51274 -0.05 0.26 -0.01 0.192
H 0.55831 -3.49190 -5.79310 -0.03 0.04 0.23 0.357
H 2.05600 -1.90110 -4.59902 -0.37 -0.01 0.25 0.306
H -2.03648 3.62989 3.26109 0.01 -0.04 0.13 0.266
H -3.68501 2.58788 1.84893 -0.08 -0.05 -0.23 0.494
H -0.47052 2.87909 2.92643 -0.24 -0.03 0.07 0.204
H -1.38307 -4.52508 -4.61088 0.22 0.21 0.11 0.344
H -3.85928 0.85978 3.76166 0.14 0.00 0.11 0.326
H -1.63866 3.17312 5.51741 0.16 -0.12 -0.02 0.288
H -2.94153 1.25198 5.86407 0.21 -0.11 -0.05 0.280
H -3.38658 0.91972 1.26189 0.25 0.30 0.01 0.350
H -0.25132 2.13659 5.10990 -0.13 0.12 0.12 0.257
H -0.22106 -2.48131 -0.99242 -0.15 0.02 -0.26 0.340
H -1.51816 0.25170 5.47681 -0.14 0.16 0.11 0.255
```
Forces are in eV/Å.

## Properties
ΔE to the lowest compared entry with this formula, charge and spin: 0.0 kJ/mol
charge: -1
E: -4044.6208 Eh
HOMO energy: -3.919 eV

# C20H18F3N

A 4-piece molecular cluster, C20H18F3N overall (wB97M-V/def2-TZVPD, the OMol25 dataset).

XYZ file:
```
42
Properties=species:S:1:pos:R:3:forces:R:3:mulliken_charge:R:1
F 3.90811 2.32882 -5.84526 -0.02 0.06 0.08 -0.317
F -0.79747 -0.50478 2.33487 0.04 0.10 0.16 -0.254
F 0.48443 -6.13053 1.29844 0.04 0.03 -0.03 -0.309
N -0.64609 0.73865 -1.11326 0.16 0.26 0.38 -0.470
C 3.02277 2.93282 -5.02097 -0.01 -0.03 -0.36 0.428
C 1.05186 -5.08281 -0.73222 0.32 0.16 -0.32 -0.518
C 1.10033 4.32252 -4.76355 0.14 -0.13 -0.27 -0.294
C -3.51750 0.51449 4.46923 -0.48 0.21 -0.08 -0.374
C 3.12393 2.72590 -3.67001 -0.11 -0.05 0.80 -0.581
C 2.04386 3.72817 -5.58789 0.14 -0.29 -0.14 -0.473
C 0.97761 -3.95739 -1.55006 -0.42 -0.24 -0.04 -0.267
C 0.42616 -5.04638 0.49264 -0.17 0.03 0.05 0.400
C -0.38233 -2.83661 0.07696 -0.35 -0.38 -0.12 -0.244
C 2.18275 3.33839 -2.84855 -0.22 0.26 -0.27 -0.107
C 1.16723 4.10968 -3.39733 0.10 0.32 0.38 -0.551
C -0.30112 -3.94894 0.90836 -0.28 0.13 -0.05 -0.491
C 0.23473 -2.84850 -1.16644 0.80 0.31 0.31 -0.635
C -1.64467 -1.52962 4.27377 -0.02 -0.30 0.62 -0.398
C -0.19689 1.40285 -0.28714 -0.36 -0.28 -0.42 0.465
C -3.51612 -0.50333 5.40513 0.25 -0.50 0.43 -0.557
C -2.56536 -1.51023 5.32086 0.25 -0.04 -0.40 -0.413
C 0.41452 2.23997 0.73727 0.34 -0.34 -0.20 -0.786
C -2.59148 0.52594 3.44555 0.40 0.04 -0.32 -0.327
C -1.66564 -0.49552 3.37518 -0.14 -0.04 -0.35 0.404
H 1.43308 -3.98559 -2.53161 0.16 0.05 0.08 0.356
H -2.51493 -2.31366 6.04353 -0.19 0.05 0.06 0.356
H 0.17758 1.85183 1.72434 -0.08 0.06 0.04 0.224
H -4.28598 1.27712 4.49797 0.09 0.06 0.08 0.349
H 2.21934 3.27224 -1.76979 0.20 -0.29 -0.01 0.366
H 0.33120 4.94235 -5.20349 -0.05 0.01 0.08 0.364
H 1.49306 2.16029 0.58913 0.00 0.19 0.16 0.271
H 2.04827 3.80975 -6.66739 -0.15 0.19 0.04 0.405
H 0.28288 -1.93972 -1.75386 -0.39 -0.12 -0.15 0.430
H -2.55281 1.28401 2.67370 -0.20 0.08 0.09 0.416
H -1.01186 -2.00712 0.36721 0.20 0.13 0.05 0.415
H -4.22657 -0.55931 6.21944 -0.11 0.27 -0.11 0.372
H 0.47652 4.60050 -2.72138 -0.11 -0.06 -0.16 0.346
H 3.89394 2.09929 -3.24140 0.09 0.01 -0.18 0.406
H 1.61416 -5.95124 -1.04950 -0.07 -0.06 0.12 0.402
H -0.85935 -3.98451 1.83517 0.15 -0.03 0.07 0.441
H -0.93712 -2.34486 4.20091 0.10 0.12 -0.16 0.436
H 0.10497 3.27506 0.63144 -0.05 0.04 0.04 0.315
```
Forces are in eV/Å.

## Properties
ΔE to the lowest compared entry with this formula, charge and spin: 22.2 kJ/mol
E: -1127.2438 Eh
SMILES: Fc1ccccc1.Fc1ccccc1.Fc1ccccc1.CC#N
HOMO energy: -9.023 eV

# C20H18F3N3O4S

A single C20H18F3N3O4S molecule in a non-equilibrium geometry (wB97M-V/def2-TZVPD, the OMol25 dataset).

XYZ file:
```
49
Properties=species:S:1:pos:R:3:forces:R:3:mulliken_charge:R:1
S 3.19618 -3.68108 -0.41039 -1.06 -0.67 -0.33 -0.095
F -0.15891 4.50581 -0.20846 -1.50 0.22 0.78 -0.262
F -1.74784 3.83258 1.24952 0.73 0.99 -0.49 -0.243
F -2.13302 5.51863 -0.08394 0.54 0.33 0.30 -0.280
O 0.97182 0.47567 1.80267 1.06 0.23 -1.36 -0.377
O 2.40441 -0.24515 0.13525 -1.33 0.47 1.07 -0.710
O -1.26801 -2.89649 -1.31356 -1.11 -0.84 -0.41 -0.714
O -2.32123 -1.06174 -3.06084 0.21 1.19 0.31 -0.659
N 0.95842 -4.67939 -1.32668 0.49 0.52 0.30 -0.466
N -0.82866 1.52651 -0.14294 0.24 -1.17 1.13 -0.696
N 0.87928 -2.31200 -1.00299 0.38 1.53 0.22 0.129
C 1.50553 -3.53543 -0.98299 0.02 -2.33 -0.08 0.454
C 2.09559 0.52383 1.04726 1.65 0.19 -0.64 0.653
C -3.17044 1.64819 -2.97401 -0.83 0.96 -0.44 -0.644
C -0.88509 -0.63608 -1.18974 0.05 1.63 0.71 1.150
C -0.05166 -0.33459 1.19810 -1.02 0.24 1.14 0.068
C -0.45522 -2.01730 -1.15067 0.49 -2.01 -0.59 -0.141
C 4.29990 1.00994 2.22240 -1.36 -1.05 0.19 -1.162
C -3.10177 3.79986 -1.91279 0.96 -0.21 0.96 -0.606
C -2.22071 1.15971 -2.07380 -0.23 0.66 -0.54 0.407
C 1.83234 -5.75349 -1.13999 0.14 1.49 0.14 -0.510
C -3.65329 2.94115 -2.88622 0.37 0.07 0.32 -0.811
C -0.86175 -0.81809 3.53312 -0.13 1.07 0.97 -1.358
C 3.13536 1.60186 1.37707 -0.78 0.57 2.00 -0.454
C -1.68267 2.02913 -1.07312 1.00 -2.02 -0.07 -0.363
C -0.53293 0.21876 -0.10285 -0.97 2.20 -2.14 -0.049
C 3.04780 -5.40750 -0.65287 -0.23 0.12 -0.24 -0.250
C -1.51165 4.34704 0.00732 -0.07 -2.15 -0.66 1.100
C -1.28635 -0.33317 2.15670 1.23 -0.23 0.37 -0.560
C -1.78654 -0.17934 -2.16388 0.46 -2.11 1.05 0.656
C -2.08719 3.36107 -1.01138 -1.75 1.81 -1.56 0.048
H 3.83628 -6.11929 -0.50579 0.42 0.19 0.21 0.415
H -3.49239 4.82445 -1.88073 0.41 -0.44 0.21 0.432
H 4.72925 0.12269 1.73590 -0.14 0.27 0.13 0.288
H 1.44767 -1.51071 -0.71368 0.18 -0.19 -0.15 0.243
H -2.03723 -1.01136 1.75912 -0.12 0.09 -0.27 0.368
H -1.68890 0.66921 2.25542 -0.06 0.18 -0.37 0.300
H 3.93722 0.72538 3.23124 0.09 -0.03 -0.58 0.311
H 5.06959 1.71567 2.39461 0.76 0.86 -0.09 0.411
H 3.53220 2.04086 0.47575 -0.11 -0.22 -0.51 0.356
H -4.43543 3.35784 -3.54309 0.56 -0.55 0.28 0.371
H -2.18512 -1.99093 -2.76534 0.22 0.55 0.27 0.430
H -1.68106 -0.73002 4.25871 0.01 -0.01 -0.27 0.430
H -0.04377 -0.20038 3.95770 -0.35 -0.39 -0.39 0.263
H 2.65833 2.44253 1.95172 0.33 -0.82 -0.47 0.235
H -0.57023 -1.84330 3.54433 0.39 -0.83 -0.13 0.352
H 1.55895 -6.77364 -1.39584 -0.19 0.37 0.04 0.382
H 0.31566 -1.34709 1.13609 0.09 -0.27 -0.17 0.652
H -3.53274 1.01919 -3.76143 -0.14 -0.43 -0.16 0.503
```
Forces are in eV/Å.

## Properties
ΔE to the lowest compared entry with this formula, charge and spin: 0.0 kJ/mol
E: -1936.0017 Eh
SMILES: CCC(=O)O[C@@H](CC)c1nc2c(C(F)(F)F)cccc2c(O)c1C(=O)Nc1nccs1
HOMO energy: -8.589 eV

# C20H18F3N5OS

A single C20H18F3N5OS molecule in a non-equilibrium geometry (wB97M-V/def2-TZVPD, the OMol25 dataset).

XYZ file:
```
48
Properties=species:S:1:pos:R:3:forces:R:3:mulliken_charge:R:1
S -3.44479 -2.51400 2.95398 0.57 0.28 -0.64 -0.366
F 3.35278 -0.11853 2.60831 1.32 0.26 -1.14 -0.262
F 5.22603 -1.01292 1.97999 0.78 -1.70 0.22 -0.242
F 5.05877 1.07809 1.76636 -0.24 0.32 0.80 -0.253
O -0.52502 -3.79188 2.82620 -1.61 1.50 -1.48 -0.500
N -2.71434 -1.73757 0.38242 1.13 -0.17 2.98 0.192
N 6.46423 -2.47040 -0.59667 -2.10 1.81 -0.24 -0.538
N -0.69696 2.82703 -1.42915 2.41 -1.34 -0.61 0.548
N 0.28171 1.29242 -2.71118 -0.85 3.02 0.32 -0.179
N -0.77034 2.08793 -2.61587 -0.58 -0.99 1.05 -0.800
C 1.14542 1.65720 -1.68900 0.22 -2.64 -1.86 0.197
C -0.56579 -2.21518 -0.46400 2.07 -0.04 -0.70 -0.353
C 2.95858 0.11256 -2.40150 -0.94 1.23 0.87 -0.724
C 0.54279 2.52922 -0.92726 -2.81 1.88 0.95 -0.429
C 4.43014 -0.88627 -0.77845 -0.51 2.06 -0.98 0.611
C -3.73748 0.50422 1.22782 1.90 -0.14 -1.52 -0.588
C -2.54940 1.30975 0.65685 0.98 -0.37 0.58 -0.298
C -2.37673 -2.35240 1.66411 0.27 -0.71 -0.98 0.215
C -1.02998 -3.02340 1.74710 -1.47 -0.38 2.44 0.229
C 5.55828 -1.72758 -0.65835 2.61 -2.42 1.00 0.052
C -2.92274 2.26137 -0.53559 2.18 -1.43 1.85 -0.711
C -1.82020 3.35569 -0.58804 -1.51 0.11 -2.63 -0.722
C 2.32936 0.88003 -1.39100 0.99 -0.95 0.06 1.011
C 4.06219 -0.63347 -2.12020 0.43 -1.49 -0.68 -0.764
C -1.78285 -1.68229 -0.65897 -1.43 0.94 0.59 -0.159
C 3.83393 -0.06234 0.22170 1.13 -2.00 0.76 -0.067
C -3.86891 -0.80893 0.39762 -0.40 0.20 0.54 -1.455
C -0.17930 -2.90966 0.76954 0.85 0.88 -4.30 -0.372
C 4.38932 -0.09433 1.66968 -2.08 1.96 -0.82 0.700
C 2.82460 0.82010 -0.06842 -0.06 0.36 -1.42 -0.580
H -1.66183 0.66611 0.40257 -0.91 0.30 -0.08 0.007
H -1.45314 3.68933 0.40652 -0.08 -0.46 -0.87 0.334
H 0.78922 2.84358 0.01785 0.68 0.97 1.89 0.449
H -4.54407 1.23317 1.08855 -0.61 -0.93 0.24 0.442
H 2.57427 0.14229 -3.40221 -0.09 0.23 -0.31 0.527
H -2.31691 4.20586 -1.12340 0.94 -0.32 0.46 0.252
H -3.06770 1.69112 -1.46323 0.57 0.37 0.08 0.359
H 2.47769 1.55062 0.65124 -0.10 -0.42 0.27 0.307
H 0.75029 -3.46706 0.76751 0.07 0.31 0.22 0.463
H -3.86932 2.65002 -0.31927 -1.37 1.15 0.41 0.587
H 0.23217 -2.04565 -1.24676 -1.17 -0.48 0.86 0.306
H -4.12444 -0.59872 -0.62738 -0.01 0.11 -0.44 0.504
H -2.20195 -1.09710 -1.52690 1.08 -0.87 0.83 0.256
H 4.57660 -1.10446 -3.01488 -0.46 0.32 1.60 0.321
H -4.67955 -1.32265 0.84882 -0.84 -0.86 0.12 0.487
H -1.23228 -3.81523 3.47115 -0.54 -0.08 0.64 0.233
H -2.14436 1.82938 1.54712 -0.23 0.64 -0.67 0.505
H -3.57795 0.27491 2.28467 -0.20 0.01 -0.23 0.268
```
Forces are in eV/Å.

## Properties
ΔE to the lowest compared entry with this formula, charge and spin: 0.0 kJ/mol
E: -1819.6390 Eh
SMILES: N#Cc1ccc(-c2cn(CCCCCn3cccc(O)c3=S)nn2)cc1C(F)(F)F
HOMO energy: -8.077 eV

Which of these has the highest ΔE to the lowest compared entry with this formula, charge and spin?
C20H18F3N

Number 4 is which compound?
C20H18F3N3O4S